DFT (the ωB97M-V functional and the def2-TZVPD basis) results for 2 unconnected molecules or ions with the total composition C3H8O2.

Values from the calculation:
Relative energy (zero: lowest compared OMol25 entry of this formula, charge and spin) = 3.6138 eV
HOMO energy = -8.36 eV
Frontier orbital gap = 8.9 eV
Total energy = -269.46208 a.u.

Structure (XYZ):
```
13
Properties=species:S:1:pos:R:3:lowdin_charge:R:1
O -0.480 1.114 0.296 -0.11
C -1.081 -0.171 0.090 -0.30
C -0.573 -0.714 -1.229 -0.08
C 2.384 0.036 1.296 -0.02
O 2.190 0.677 0.178 -0.10
H -0.755 1.450 1.159 0.11
H -2.173 -0.062 0.072 0.11
H -0.815 -0.847 0.913 0.11
H -0.802 -0.014 -2.039 0.08
H -1.049 -1.674 -1.451 0.08
H 1.383 0.066 1.836 -0.02
H 0.511 -0.866 -1.196 0.07
H 1.260 1.005 0.077 0.05
```

=====

DFT (the ωB97M-V functional and the def2-TZVPD basis) results for a single C2HF3S molecule.

Values from the calculation:
Relative energy (zero: lowest compared OMol25 entry of this formula, charge and spin) = 0.1484 eV
HOMO energy = -9.58 eV
SMILES string = FC(F)(F)C=S
Frontier orbital gap = 8.6 eV
Total energy = -774.57199 a.u.

Structure (XYZ):
```
7
Properties=species:S:1:pos:R:3:lowdin_charge:R:1
F 1.567 0.659 -0.937 0.15
C 0.597 0.488 -0.040 -0.76
F 1.003 -0.149 1.061 0.11
F 0.099 1.650 0.331 0.15
C -0.578 -0.240 -0.670 -0.54
S -1.457 -1.318 0.116 0.80
H -0.830 0.158 -1.685 0.09
```

=====

DFT (the ωB97M-V functional and the def2-TZVPD basis) results for 2 unconnected molecules or ions with the total composition C10H19N2O2.

Values from the calculation:
Total charge = +1
Relative energy (zero: lowest compared OMol25 entry of this formula, charge and spin) = 1.8119 eV
HOMO energy = -11.49 eV
Frontier orbital gap = 7.4 eV
Total energy = -652.05371 a.u.

Structure (XYZ):
```
33
Properties=species:S:1:pos:R:3:lowdin_charge:R:1
C -1.183 -0.480 -2.458 0.08
C -0.826 0.706 -0.555 -0.07
C -0.960 0.835 -1.948 -0.28
C 1.171 3.255 -1.989 -0.03
C 0.772 -1.046 4.320 -0.05
C 1.795 -0.931 0.019 0.00
C -1.678 -2.583 -1.246 0.00
C -0.376 3.139 -2.252 -0.19
C -0.180 -0.637 3.151 -0.12
C 0.839 -1.266 1.083 -0.10
N -1.184 -1.264 -1.333 -0.24
N -0.941 -0.571 -0.232 0.02
O -0.797 1.871 -2.710 -0.02
O 0.691 -0.363 1.993 -0.01
H -1.760 -1.002 -3.272 0.16
H -0.760 1.536 0.190 0.15
H 1.293 4.170 -1.295 0.12
H 1.501 2.341 -1.458 0.05
H 1.756 3.182 -2.878 0.06
H 1.428 -1.919 4.176 0.09
H 1.223 -0.181 4.805 0.08
H 0.069 -1.435 5.066 0.08
H 1.483 -1.148 -0.978 0.09
H 1.954 0.158 0.178 0.11
H 2.760 -1.434 0.187 0.12
H -2.514 -2.704 -2.019 0.14
H -0.838 -3.179 -1.422 0.08
H -2.033 -2.654 -0.249 0.09
H -0.662 3.755 -3.009 0.09
H -0.894 3.320 -1.322 0.11
H -0.609 0.251 3.437 0.10
H -0.848 -1.507 2.984 0.14
H 0.306 -2.216 1.033 0.15
```

=====

DFT (the ωB97M-V functional and the def2-TZVPD basis) results for a molecular structure, C46H37N9O2SSr.

Values from the calculation:
Total charge = -2
HOMO energy = -0.07 eV
Frontier orbital gap = 4.0 eV
Total energy = -2847.32458 a.u.

Structure (XYZ):
```
96
Properties=species:S:1:pos:R:3:lowdin_charge:R:1
Sr -0.156 -0.747 -1.043 1.35
N 4.034 0.353 -2.019 0.01
C 2.720 0.327 -1.380 -0.85
S 1.591 1.264 -2.490 0.43
N 2.147 -1.002 -1.451 -0.25
N 2.012 -1.947 -0.597 -0.15
C 2.569 -2.178 0.580 -0.15
C 1.943 -3.114 1.463 -0.28
C 2.353 -3.204 2.817 -0.06
C 1.665 -4.008 3.694 -0.12
C 0.575 -4.750 3.238 -0.13
C 0.259 -4.634 1.891 -0.19
N 0.902 -3.870 1.025 0.10
H 4.268 1.315 -2.227 0.04
H 4.745 -0.030 -1.405 0.05
H 3.417 -1.625 0.969 0.08
H 3.187 -2.602 3.161 0.10
H 1.955 -4.053 4.739 0.09
H -0.013 -5.365 3.906 0.07
H -0.579 -5.197 1.480 0.09
C -4.260 -2.670 -0.402 -0.04
C -2.971 -1.993 0.072 -0.50
O -2.039 -1.865 -0.764 -0.27
C -2.959 -1.554 1.391 -0.07
C -1.921 -0.848 2.049 -0.35
C -2.228 -0.382 3.458 -0.05
N -0.769 -0.544 1.494 -0.01
N -0.011 0.233 2.345 0.07
C 1.134 0.680 1.996 -0.31
O 1.723 0.314 0.839 -0.06
C 1.741 1.538 3.059 -0.10
C 0.875 2.400 3.743 -0.03
C 1.306 3.141 4.829 -0.10
C 2.625 3.054 5.255 -0.12
C 3.494 2.208 4.584 -0.10
C 3.057 1.455 3.503 -0.02
H -4.106 -3.076 -1.401 0.07
H -5.072 -1.940 -0.436 0.07
H -4.547 -3.471 0.282 0.07
H -3.853 -1.742 1.973 0.08
H -3.169 -0.803 3.814 0.06
H -2.300 0.708 3.465 0.07
H -1.419 -0.657 4.132 0.07
H -0.146 2.466 3.396 0.11
H 0.610 3.791 5.347 0.09
H 2.967 3.633 6.105 0.08
H 4.525 2.125 4.910 0.09
H 3.751 0.794 3.017 0.09
C 0.628 -4.478 -3.984 -0.04
C 0.659 -3.483 -2.996 -0.09
N -0.145 -2.442 -3.019 0.08
C -1.037 -2.322 -4.010 -0.14
C -1.174 -3.289 -5.033 -0.15
C -0.290 -4.385 -4.997 -0.03
C -2.167 -3.138 -6.040 -0.04
C -2.984 -2.054 -6.051 -0.05
C -2.846 -1.030 -5.072 -0.15
C -3.635 0.136 -5.081 -0.03
C -3.419 1.102 -4.133 -0.04
C -2.428 0.895 -3.167 -0.09
N -1.698 -0.199 -3.114 0.06
C -1.881 -1.146 -4.045 -0.14
H 1.323 -5.307 -3.938 0.10
H 1.347 -3.522 -2.157 0.10
H -0.351 -5.137 -5.776 0.11
H -2.257 -3.903 -6.804 0.10
H -3.750 -1.950 -6.811 0.10
H -4.393 0.254 -5.848 0.11
H -4.000 2.015 -4.125 0.10
H -2.213 1.650 -2.420 0.11
C 4.987 2.004 0.578 -0.15
C 4.623 3.267 0.026 -0.15
C 3.292 3.508 -0.194 -0.10
C 2.272 2.548 -0.006 -0.19
C 2.698 1.094 0.095 -0.32
C 4.081 1.013 0.683 -0.10
C 0.923 2.992 0.138 -0.25
C 0.709 4.383 0.475 -0.01
C -0.529 4.885 0.672 -0.04
C -1.660 4.030 0.557 -0.18
C -2.975 4.474 0.752 -0.08
C -4.036 3.601 0.671 -0.13
C -3.787 2.251 0.374 -0.10
C -2.510 1.794 0.169 -0.05
C -1.388 2.663 0.259 -0.22
N -0.148 2.172 0.057 0.12
H 6.004 1.845 0.928 0.09
H 5.376 4.023 -0.160 0.06
H 3.008 4.489 -0.556 0.10
H 4.393 0.044 1.057 0.09
H 1.564 5.020 0.640 0.09
H -0.678 5.923 0.956 0.10
H -3.140 5.527 0.964 0.10
H -5.052 3.948 0.825 0.08
H -4.617 1.556 0.311 0.09
H -2.334 0.750 -0.055 0.07
```

=====

DFT (the ωB97M-V functional and the def2-TZVPD basis) results for a molecular structure, C20H27B2BrF4FeN6O5S.

Values from the calculation:
Relative energy (zero: lowest compared OMol25 entry of this formula, charge and spin) = 0.0000 eV
HOMO energy (spin up / spin down) = -7.86 / -9.09 eV
2S+1 = 5
<S²> = 6.08
Frontier orbital gap (spin up / spin down) = 6.9 / 7.5 eV
Total energy = -6168.36214 a.u.

Structure (XYZ):
```
67
Properties=species:S:1:pos:R:3:lowdin_spin:R:1
Fe -0.288 0.547 -0.008 2.74
C 0.408 0.480 4.118 -0.01
C 0.518 0.408 2.633 0.00
N -0.535 0.150 1.863 0.28
O -1.741 0.005 2.403 0.11
B -2.664 -0.921 1.649 0.01
F -3.839 -0.935 2.326 0.00
F -2.062 -2.153 1.500 0.00
O -3.032 -0.401 0.255 -0.02
N -2.043 -0.096 -0.574 -0.02
C -2.290 0.033 -1.833 0.02
C -3.627 -0.214 -2.438 0.00
C -1.140 0.514 -2.654 0.01
N -0.046 0.708 -2.004 -0.01
O 0.965 1.325 -2.678 -0.01
B 2.331 0.712 -2.897 0.00
F 3.021 1.584 -3.658 0.00
F 2.217 -0.565 -3.379 0.00
O 3.141 0.621 -1.527 0.00
N 1.563 0.705 0.542 0.09
C 1.704 0.698 1.922 0.34
C 2.907 1.276 2.578 0.05
C -1.265 0.822 -4.102 0.00
H -0.447 -0.099 4.459 0.00
H 0.256 1.516 4.428 0.00
H 1.314 0.111 4.593 0.00
H -4.287 -0.673 -1.707 0.00
H -3.536 -0.859 -3.310 0.00
H -4.068 0.729 -2.765 0.00
H 3.665 1.515 1.835 0.00
H 3.341 0.613 3.328 0.01
H 2.641 2.205 3.087 0.02
H -2.267 0.645 -4.471 0.00
H -0.555 0.213 -4.664 0.00
H -0.989 1.863 -4.271 0.00
C 6.057 -0.347 1.429 0.00
C 5.409 -0.497 0.057 0.00
N 4.504 -1.645 0.020 0.00
C 5.166 -2.960 0.008 0.00
C 5.105 -3.575 -1.380 0.00
C 3.167 -1.610 0.110 0.01
S 2.229 -0.219 -0.603 0.05
N 2.487 -2.661 0.435 0.00
C 1.115 -2.772 0.254 0.01
O 0.337 -1.871 -0.076 0.03
C 0.619 -4.162 0.405 0.00
C -0.728 -4.406 0.142 0.00
C -1.227 -5.690 0.256 0.00
C -0.389 -6.730 0.633 0.00
C 0.952 -6.491 0.896 0.00
C 1.461 -5.209 0.779 0.00
H 6.703 0.529 1.447 0.00
H 6.669 -1.215 1.672 0.00
H 5.311 -0.240 2.210 0.00
H 6.181 -0.684 -0.694 0.00
H 4.885 0.400 -0.262 0.00
H 4.688 -3.604 0.746 0.00
H 6.195 -2.794 0.326 0.00
H 4.069 -3.710 -1.688 0.00
H 5.591 -4.550 -1.386 0.00
H 5.601 -2.939 -2.112 0.00
H -1.371 -3.579 -0.127 0.00
H -2.273 -5.879 0.061 0.00
H -0.784 -7.733 0.725 0.00
H 1.601 -7.304 1.190 0.00
H 2.500 -5.008 0.981 0.00
Br -0.882 2.901 0.193 0.25
```

=====

DFT (the ωB97M-V functional and the def2-TZVPD basis) results for a molecular structure, C7H9N.

Values from the calculation:
Relative energy (zero: lowest compared OMol25 entry of this formula, charge and spin) = 4.0541 eV
HOMO energy = -8.92 eV
Frontier orbital gap = 10.0 eV
Total energy = -326.74198 a.u.

Structure (XYZ):
```
17
Properties=species:S:1:pos:R:3:lowdin_charge:R:1
C -1.413 0.347 -1.092 -0.03
C -0.349 -0.871 -0.930 -0.26
C -0.198 0.120 1.185 -0.26
C 1.225 -0.028 1.415 -0.10
C 1.882 -0.052 0.294 -0.04
C 0.855 0.098 -0.788 -0.23
C -0.265 0.961 -0.202 -0.22
H -1.512 0.872 -2.030 0.08
H -2.430 0.157 -0.481 0.14
H -0.397 -1.792 -1.443 0.11
H -1.622 -1.364 0.665 0.16
H -0.810 0.443 2.041 0.14
H 1.400 0.000 2.438 0.09
H 2.997 -0.079 0.068 0.13
H 1.265 0.430 -1.827 0.17
H -0.149 1.990 0.174 0.14
N -0.479 -1.232 0.514 -0.02
```